{"formula": "C5H6CeCl2IrO4S", "method": "ωB97M-V with the def2-TZVPD basis set", "symbols": ["Ir", "Ce", "Cl", "Cl", "C", "C", "C", "O", "O", "O", "C", "S", "C", "O", "H", "H", "H", "H", "H", "H"], "xyz": [[0.3286, 0.3962, -3.2905], [0.9657, 0.6573, -0.2191], [-0.4859, -1.1170, -1.5389], [-0.3804, 2.4340, -2.0379], [1.9469, 2.4132, 0.4287], [0.7843, -1.1322, -4.2477], [0.8665, 1.5185, -4.6747], [2.5208, 3.2839, 0.8537], [1.1045, -2.0844, -4.8869], [1.2377, 2.1992, -5.5779], [-0.2810, -1.3422, 3.6042], [-0.0260, -0.4846, 2.1215], [-1.7445, -0.7660, 1.3861], [0.2505, 0.9436, 2.6132], [-0.4838, -2.3759, 3.3847], [-1.0916, -0.8393, 4.1123], [0.6295, -1.2116, 4.1608], [-2.4203, -0.7043, 2.2269], [-1.9859, -0.0204, 0.6287], [-1.7355, -1.7680, 0.9528]], "mulliken_spin": [1.1777, 1.7735, 0.0135, 0.7954, 0.0459, -0.0177, -0.0073, 0.1795, 0.0463, -0.0051, 0.0423, 0.1773, 0.1093, 0.6583, -0.0017, 0.0034, 0.0038, 0.0081, 0.0003, -0.0027], "e_above_lowest_kj_mol": 293.3, "energy_ha": -2391.0286, "s_squared": 8.770, "spin_multiplicity": 6, "total_charge": 4}

---

{"formula": "C5H6Cl2NO2", "method": "ωB97M-V with the def2-TZVPD basis set", "symbols": ["C", "C", "Cl", "C", "Cl", "N", "C", "C", "O", "O", "H", "H", "H", "H", "H", "H"], "xyz": [[2.9997, 0.0990, 0.4495], [1.6367, 0.4756, -0.0617], [1.5721, 0.8870, -1.7456], [0.5257, 0.5503, 0.6651], [0.6831, 0.1857, 2.3858], [-0.7503, 0.8857, 0.2598], [-1.5297, -0.1482, -0.4527], [-3.0415, -0.2182, -0.0948], [-3.4251, 0.4480, 0.8769], [-3.6885, -0.9774, -0.8699], [3.6346, -0.1743, -0.3881], [3.4512, 0.9105, 1.0152], [2.9050, -0.7724, 1.0929], [-0.7662, 1.7817, -0.2019], [-1.0633, -1.1124, -0.2522], [-1.4578, -0.0027, -1.5325]], "mulliken_charge": [-1.2056, 0.5153, -0.2301, -0.0302, -0.2150, -0.2038, -0.3654, 0.4353, -0.7002, -0.7542, 0.3769, 0.2753, 0.3416, 0.2732, 0.2616, 0.2250], "e_above_lowest_kj_mol": 120.3, "energy_ha": -1319.7935, "spin_multiplicity": 1, "total_charge": -1}

---

{"formula": "C5H6Cl2O", "method": "ωB97M-V with the def2-TZVPD basis set", "symbols": ["C", "C", "O", "C", "Cl", "C", "C", "Cl", "H", "H", "H", "H", "H", "H"], "xyz": [[0.8034, 2.2703, 0.6444], [1.1701, 1.0157, -0.1076], [2.1082, 0.9863, -0.8135], [0.3214, -0.3031, 0.1268], [1.4252, -1.6769, 0.1404], [-0.9707, -0.3840, 0.1935], [-1.6721, -1.6620, -0.0059], [-2.0888, 0.8070, -0.1850], [0.4569, 1.6624, 1.6724], [0.0333, 2.7648, 0.1142], [1.7525, 2.7943, 0.6810], [-2.1650, -1.9826, 1.1333], [-1.1664, -2.6869, -0.6115], [-2.4071, -1.2770, -0.8311]], "mulliken_charge": [-0.9866, 0.5431, -0.4879, -0.0095, -0.1692, 0.5495, -0.9343, -0.1901, 0.2619, 0.3195, 0.3122, 0.2040, 0.2945, 0.2928], "e_above_lowest_kj_mol": 259.8, "energy_ha": -1189.6283, "spin_multiplicity": 1, "total_charge": 0}

---

{"formula": "C5H6Cl3N4", "method": "ωB97M-V with the def2-TZVPD basis set", "symbols": ["C", "C", "C", "C", "C", "N", "N", "N", "N", "Cl", "Cl", "Cl", "H", "H", "H", "H", "H", "H"], "xyz": [[1.7184, 0.3785, -0.9319], [-2.0130, -1.4324, -0.3042], [1.8461, 0.0390, 1.5879], [-1.8336, 0.7268, 0.1108], [-0.6288, 0.2927, -0.4901], [0.4643, 0.8702, -1.0589], [-2.6401, -0.3718, 0.1351], [2.2471, 0.0891, 0.2947], [-0.8199, -1.0963, -0.7412], [-2.4479, 2.1950, 0.5643], [0.2846, 2.6845, -0.8313], [4.0404, 0.1259, 0.2053], [2.4483, 0.4693, -1.7186], [-2.4095, -2.4196, -0.4266], [2.6298, -0.0823, 2.2918], [0.7959, -0.2411, 1.7969], [-3.5904, -0.4015, 0.6394], [-0.0920, -1.8258, -1.1234]], "mulliken_charge": [-0.4712, -0.1979, -0.2393, 0.1799, 0.0913, -0.0322, -0.0931, -0.0125, -0.0040, -0.1319, -0.1513, -0.0070, 0.4507, 0.4347, 0.2596, 0.2226, 0.3296, 0.3717], "energy_ha": -1793.3086, "spin_multiplicity": 1, "total_charge": 1}

---

{"formula": "C5H6ClF", "method": "ωB97M-V with the def2-TZVPD basis set", "symbols": ["C", "C", "C", "C", "F", "C", "Cl", "H", "H", "H", "H", "H", "H"], "xyz": [[1.7987, -1.5942, 0.0457], [2.2073, -0.3562, -0.0802], [1.4036, 0.8268, -0.3499], [0.1523, 0.9792, 0.1678], [-0.5002, 2.1314, -0.0904], [-0.7428, 0.0016, 0.8183], [-1.8481, -0.9176, -0.3028], [0.7399, -1.8644, -0.0705], [2.4747, -2.3730, 0.2912], [3.3032, -0.0889, 0.0533], [1.8542, 1.6850, -0.8639], [-1.2741, 0.6320, 1.5924], [-0.0929, -0.7170, 1.3498]], "mulliken_charge": [-0.8617, -0.0028, -0.3662, 0.4233, -0.2813, -0.6587, -0.1674, 0.3188, 0.2518, 0.2456, 0.3554, 0.3229, 0.4203], "e_above_lowest_kj_mol": 52.4, "energy_ha": -754.1216, "spin_multiplicity": 1, "total_charge": 0}

---

{"formula": "C5H6ClFO", "method": "ωB97M-V with the def2-TZVPD basis set", "symbols": ["C", "C", "C", "C", "C", "H", "H", "H", "H", "H", "H", "O", "F", "Cl"], "xyz": [[0.7745, 0.4951, -1.8308], [-0.0796, -0.0435, -0.5940], [-0.8612, -1.2982, -0.6637], [0.1242, 0.6764, 0.6465], [-0.2432, 0.1558, 2.0031], [1.7135, 1.1026, -1.3547], [1.0513, -0.5926, -2.1091], [0.2909, 1.1042, -2.7596], [-0.3934, -2.3186, -1.4074], [0.7706, 1.6030, 0.7353], [-0.3233, -0.8977, 1.8708], [-1.7156, -1.3899, 0.2716], [0.7786, 0.5998, 2.8794], [-1.8874, 0.8035, 2.3127]], "mulliken_charge": [-0.8171, 0.7466, -0.0334, -0.6995, 0.2019, 0.2659, 0.2052, 0.2351, 0.1844, 0.2642, 0.3298, -0.4573, -0.2797, -0.1460], "e_above_lowest_kj_mol": 282.7, "energy_ha": -829.2844, "spin_multiplicity": 1, "total_charge": 0}

---

{"formula": "C5H6ClN", "method": "ωB97M-V with the def2-TZVPD basis set", "symbols": ["Cl", "C", "C", "C", "C", "C", "N", "H", "H", "H", "H", "H", "H"], "xyz": [[-3.0703, -0.3477, -0.5245], [-1.7471, 0.4780, 0.5017], [-0.3590, 0.1508, 0.1142], [0.6391, 1.0088, -0.3187], [1.7917, 0.2654, -0.5492], [1.4909, -1.0450, -0.1865], [0.1940, -1.0976, 0.1479], [-1.9502, 1.5416, 0.4531], [-1.9332, 0.1072, 1.5424], [0.4685, 2.0916, -0.3917], [2.7806, 0.7225, -0.8253], [2.0598, -1.9761, -0.2625], [-0.3648, -1.8994, 0.2992]], "mulliken_charge": [-0.2310, -0.5486, 0.2423, -0.2831, -0.5809, -0.4139, -0.0043, 0.2939, 0.2822, 0.3532, 0.3179, 0.3779, 0.1945], "e_above_lowest_kj_mol": 0.0, "energy_ha": -709.0642, "spin_multiplicity": 1, "total_charge": 0}

---

{"formula": "C5H6ClN2", "method": "ωB97M-V with the def2-TZVPD basis set", "symbols": ["C", "C", "C", "C", "C", "N", "N", "Cl", "H", "H", "H", "H", "H", "H"], "xyz": [[-1.2550, 0.8403, 0.5935], [-2.5126, 0.4858, 0.5219], [1.0452, 0.1977, -0.3134], [-0.0989, -0.1734, 0.6128], [-0.2420, -1.4710, -0.2015], [0.8211, -0.9558, -0.9408], [2.0748, 1.0525, -0.2545], [-3.7824, -0.3684, 0.0774], [-0.9653, 1.6404, 1.1041], [0.0530, -0.4144, 1.6144], [-1.0722, -2.1491, -0.5492], [1.2233, -1.4534, -1.7527], [1.7737, 1.8608, 0.2431], [2.9374, 0.9079, -0.7552]], "mulliken_charge": [-0.4497, -0.1222, 0.3599, 0.2588, -0.4243, -0.0373, -0.3473, -0.0931, 0.4213, 0.3474, 0.3267, 0.2393, 0.2735, 0.2469], "e_above_lowest_kj_mol": 377.1, "energy_ha": -763.3604, "spin_multiplicity": 1, "total_charge": 1}